Record 1
{"formula": "C5H6FeLiO4", "method": "ωB97M-V/def2-TZVPD", "fmax_ev_per_a": 2.19, "multiplicity": 7, "relative_energy_kcal_mol": 0.0, "orbital_gap_ev": [4.8, 5.3], "energy_ha": -1765.047008, "total_charge": 3, "species": ["O", "C", "O", "O", "C", "C", "Li", "H", "H", "H", "Fe", "C", "C", "O", "H", "H", "H"], "positions_angstrom": [[2.6789, -1.4986, 0.0723], [1.9384, -0.5589, -0.0827], [2.0307, 0.6577, -0.0871], [0.5076, -1.0538, -0.2378], [-0.4272, -0.2321, -0.3941], [-1.8196, -0.6615, -0.3911], [4.4462, -1.9656, 0.3960], [-0.1584, 0.8283, -0.5182], [-1.8939, -1.7542, -0.3743], [-2.1917, -0.3043, -1.3748], [3.0260, 2.2057, 0.4049], [-2.6449, 0.0355, 0.7382], [-2.3577, 1.5104, 0.8306], [-1.6823, 2.0013, 1.7028], [-2.4626, -0.4280, 1.7153], [-2.7932, 2.1467, 0.0276], [-3.7169, -0.0692, 0.5029]], "mulliken_spin": [0.001, 0.023, -0.112, 0.001, -0.005, -0.001, -0.006, 0.000, 0.010, -0.001, 5.095, 0.127, -0.011, 0.795, 0.002, 0.084, -0.003]}

=====

Record 2
{"formula": "C5H7NS", "method": "ωB97M-V/def2-TZVPD", "fmax_ev_per_a": 7.65, "relative_energy_kcal_mol": 102.6, "orbital_gap_ev": 8.0, "energy_ha": -647.493457, "species": ["C", "C", "C", "C", "C", "H", "H", "H", "H", "H", "H", "H", "N", "S"], "positions_angstrom": [[-0.7361, 1.0505, -0.2404], [0.3433, 0.3837, -1.0613], [1.0798, -0.7790, -0.2178], [0.0988, -0.8222, 0.9114], [-1.0816, 0.0521, 0.7505], [1.1336, 0.9492, -1.6505], [-0.0965, 0.0828, -2.0287], [1.5428, -1.4229, -0.8532], [1.5229, 0.6034, 0.9194], [-0.2817, -1.6796, 1.5206], [-1.9459, 0.2666, 1.6443], [-1.7308, -0.9048, -0.0184], [1.4813, -0.3479, 0.9582], [-1.3299, 2.5680, -0.6340]], "lowdin_charge": [-0.810, -0.178, -0.281, -0.281, -0.195, 0.132, 0.117, 0.107, 0.076, 0.143, 0.185, 0.237, 0.087, 0.661]}

=====

Record 3
{"formula": "C5H8N2", "method": "ωB97M-V/def2-TZVPD", "fmax_ev_per_a": 4.73, "relative_energy_kcal_mol": 139.2, "orbital_gap_ev": [8.3, 8.1], "energy_ha": -304.613600, "species": ["C", "C", "C", "C", "C", "N", "N", "H", "H", "H", "H", "H", "H", "H", "H"], "positions_angstrom": [[0.9894, -1.3883, 0.8084], [-1.9028, -0.6977, -0.3425], [-2.1928, 0.5290, 0.4806], [2.7969, 0.9444, -0.9945], [0.0741, -0.3949, 1.1190], [1.7070, -2.2538, 0.5811], [-1.2580, -0.5539, 0.8808], [-2.4910, -1.5787, -0.3971], [-1.4720, -0.3339, -1.2666], [-1.8085, 1.4311, -0.0473], [-3.1945, 0.6329, 0.9912], [3.2705, 0.9454, -1.9322], [2.9197, 1.9494, -0.4593], [2.0860, 0.2440, -0.8680], [0.4759, 0.5251, 1.4463]], "lowdin_charge": [-0.266, -0.155, -0.077, 0.104, -0.107, 0.157, -0.097, 0.102, 0.112, 0.117, 0.120, -0.038, 0.029, -0.101, 0.101]}

=====

Record 4
{"formula": "C2H4O2S", "method": "ωB97M-V/def2-TZVPD", "fmax_ev_per_a": 4.69, "multiplicity": 3, "relative_energy_kcal_mol": 62.1, "orbital_gap_ev": [7.1, 8.0], "energy_ha": -627.085784, "species": ["C", "C", "O", "O", "S", "H", "H", "H", "H"], "positions_angstrom": [[-0.5381, 0.2538, 0.0097], [1.0109, -0.7027, 0.1449], [-1.4456, -0.2042, -0.9048], [-0.2884, 1.5736, 0.1438], [-2.0300, -0.5512, 0.6741], [1.6755, -0.1355, 0.8063], [1.3490, -0.6420, -0.8213], [0.9511, -1.7137, 0.4772], [-0.6844, 2.1218, -0.5300]], "mulliken_spin": [0.024, 0.032, 0.420, 0.001, 1.527, -0.004, -0.002, -0.004, 0.006]}

=====

Record 5
{"formula": "C4H30N2O10", "method": "ωB97M-V/def2-TZVPD", "smiles": "NCCCNCO.O.O.O.O.O.O.O.O.O", "fmax_ev_per_a": 3.45, "relative_energy_kcal_mol": 87.1, "orbital_gap_ev": 9.7, "energy_ha": -1032.220288, "species": ["N", "C", "C", "C", "N", "C", "O", "H", "H", "H", "H", "H", "H", "H", "H", "H", "H", "H", "H", "O", "H", "H", "O", "H", "H", "O", "H", "H", "O", "H", "H", "O", "H", "H", "O", "H", "H", "O", "H", "H", "O", "H", "H", "O", "H", "H"], "positions_angstrom": [[-2.5425, -1.1327, 1.6480], [-1.9211, -2.3812, 2.1943], [-0.4021, -2.2884, 1.9322], [0.1845, -0.9481, 2.6480], [1.5888, -1.0975, 2.5399], [2.3955, 0.0745, 2.6262], [2.4226, 1.0274, 1.5293], [-1.9659, -0.4112, 2.0570], [-3.4905, -1.0048, 1.8894], [-2.4269, -3.2126, 1.6934], [-2.1117, -2.5260, 3.3018], [-0.2475, -2.0379, 0.7649], [0.0576, -3.2627, 2.1262], [-0.2807, -0.0263, 2.2594], [-0.1638, -0.9741, 3.6835], [1.9204, -1.7322, 1.8489], [2.3573, 0.9230, 3.4306], [3.3329, -0.2781, 2.9376], [3.0646, 0.6959, 0.8456], [1.4846, 1.0600, -1.2805], [1.6444, 0.6948, -0.3894], [0.5770, 1.0471, -1.4789], [4.0074, 0.0774, -2.3944], [3.5927, 0.9551, -2.6378], [3.2170, -0.4700, -2.2289], [-2.1218, -1.1444, -1.5084], [-2.9104, -0.5422, -1.5921], [-1.9634, -1.0713, -0.5577], [0.7865, -3.0892, -3.4630], [0.6450, -3.7930, -2.8189], [0.5879, -2.3325, -2.8748], [-1.5819, 1.5366, 0.7789], [-2.1871, 2.1017, 0.3072], [-0.7595, 2.0465, 0.7532], [1.1647, 3.3374, 0.7153], [1.8433, 3.9696, 0.7704], [1.5830, 2.8096, 0.0210], [-2.0878, 1.4687, -1.9072], [-1.8159, 1.1632, -2.8009], [-1.7851, 0.6985, -1.4253], [-1.4740, 0.0591, -3.9135], [-1.6206, -0.8867, -4.0199], [-1.0671, 0.4055, -4.6853], [-0.4616, 3.8182, -1.2395], [0.1341, 3.4317, -0.5587], [-1.2027, 3.2417, -1.5269]], "lowdin_charge": [0.002, -0.278, -0.155, -0.219, -0.052, -0.274, -0.105, 0.017, 0.061, 0.100, 0.116, 0.137, 0.102, 0.092, 0.115, 0.105, 0.167, 0.092, 0.101, -0.022, 0.030, 0.006, -0.100, 0.054, 0.015, -0.087, 0.076, -0.005, -0.066, 0.034, 0.028, -0.044, 0.038, 0.021, -0.024, 0.052, 0.029, -0.104, 0.003, -0.027, -0.018, 0.073, 0.058, -0.104, -0.045, 0.005]}

=====

Record 6
{"formula": "C6H12O", "method": "ωB97M-V/def2-TZVPD", "smiles": "CC(C)[C@H]1C[C@H]1O", "fmax_ev_per_a": 0.29, "relative_energy_kcal_mol": 25.9, "orbital_gap_ev": 10.6, "energy_ha": -311.018060, "species": ["C", "C", "C", "C", "C", "C", "O", "H", "H", "H", "H", "H", "H", "H", "H", "H", "H", "H", "H"], "positions_angstrom": [[1.4343, 1.0776, 0.3561], [0.6862, -0.2456, 0.1889], [1.5642, -1.2677, -0.5384], [-0.6179, -0.0467, -0.5626], [-1.8558, -0.8284, -0.1900], [-1.7919, 0.6377, 0.0803], [-1.7266, 1.0007, 1.4307], [0.8309, 1.8141, 0.8982], [2.3627, 0.9374, 0.9207], [1.6944, 1.5106, -0.6175], [0.4488, -0.6319, 1.1887], [2.5138, -1.4203, -0.0122], [1.7990, -0.9141, -1.5515], [1.0635, -2.2380, -0.6321], [-0.4876, 0.1562, -1.6269], [-2.5195, -1.1908, -0.9700], [-1.7895, -1.4603, 0.6930], [-2.3995, 1.2959, -0.5439], [-1.2095, 1.8136, 1.4884]], "lowdin_charge": [-0.067, -0.410, -0.077, -0.233, -0.053, -0.340, -0.013, 0.064, 0.080, 0.086, 0.138, 0.076, 0.081, 0.080, 0.143, 0.102, 0.116, 0.142, 0.084]}

=====

Record 7
{"formula": "C23H34Br5CsF8LiO10S", "method": "ωB97M-V/def2-TZVPD", "fmax_ev_per_a": 12.34, "orbital_gap_ev": 2.5, "energy_ha": -15743.600425, "total_charge": 1, "species": ["C", "C", "C", "Br", "C", "C", "C", "O", "C", "C", "C", "F", "F", "F", "C", "C", "Br", "C", "C", "Br", "S", "O", "O", "O", "H", "H", "H", "H", "H", "H", "H", "H", "H", "H", "H", "H", "H", "H", "H", "H", "H", "H", "Cs", "C", "O", "H", "H", "H", "H", "C", "C", "O", "C", "O", "C", "F", "F", "F", "H", "H", "H", "H", "H", "F", "C", "C", "O", "C", "O", "O", "F", "H", "H", "H", "Br", "C", "C", "Br", "H", "H", "H", "H", "Li"], "positions_angstrom": [[-2.2501, -1.6857, -3.3952], [-0.7987, -1.2961, -3.8178], [-0.6049, 0.2080, -3.4731], [-0.8763, 1.1792, -5.2011], [0.8205, 0.6523, -2.9239], [0.8185, 2.0254, -2.2341], [0.2664, 2.0527, -0.7756], [-1.1183, 1.8518, -0.8193], [0.4896, 3.4549, -0.1840], [-0.4175, 4.4768, -0.8939], [-1.4548, 4.9308, 0.1065], [-2.2492, 3.8553, 0.2369], [-2.1663, 5.9641, -0.3596], [-0.9430, 5.2890, 1.2836], [1.0968, 1.0407, 0.0462], [1.0038, 1.0683, 1.5459], [2.7068, 1.3884, 2.3819], [-0.0631, 0.8923, 2.3420], [-1.4796, 0.6675, 1.8739], [0.0977, 0.9577, 4.2278], [1.0364, -0.5848, -0.7074], [-0.3044, -1.2063, -0.7535], [2.0360, -1.3942, -0.0797], [1.5352, -0.3656, -2.2194], [-2.3723, -1.6025, -2.3114], [-2.5196, -2.6945, -3.6840], [-2.9250, -0.9414, -3.8102], [-0.1180, -1.9628, -3.3007], [-0.7862, -1.4310, -4.8902], [-1.4231, 0.5314, -2.8446], [1.4303, 0.7946, -3.8315], [0.1840, 2.6774, -2.8331], [1.8238, 2.4507, -2.2137], [-1.3774, 0.9252, -0.7875], [0.1974, 3.4125, 0.8607], [1.5431, 3.7150, -0.2507], [0.1663, 5.2959, -1.3038], [-0.9672, 4.0544, -1.7275], [2.1294, 1.3182, -0.1719], [-1.6017, -0.0865, 1.1084], [-2.0703, 0.3320, 2.7215], [-1.9469, 1.6033, 1.5751], [-0.7902, -3.0060, 0.0024], [-4.5474, 1.6382, 1.9329], [-4.0144, 1.5621, 0.5588], [-5.1351, 0.7571, 2.1356], [-3.7205, 1.6839, 2.6396], [-5.1758, 2.5160, 2.0404], [-3.4965, 2.3529, 0.4179], [6.4014, 0.4782, -5.4178], [6.1211, -0.5211, -6.5177], [4.9567, -1.3296, -6.2057], [3.7877, -0.8052, -6.4693], [3.5651, 0.2845, -6.9287], [2.6739, -1.8048, -6.1244], [2.8643, -2.3650, -4.9264], [2.5853, -2.7774, -7.0196], [1.4925, -1.1613, -6.0985], [6.5005, -0.0289, -4.4577], [7.3217, 1.0200, -5.6263], [5.5897, 1.2009, -5.3254], [6.9472, -1.2203, -6.6110], [5.9916, -0.0355, -7.4829], [-5.5531, 1.3111, 4.0957], [0.5709, -0.4325, 7.3460], [1.0802, 0.6510, 8.2686], [1.2229, -0.0389, 9.4942], [1.4789, -1.3463, 9.1948], [1.9024, -2.1437, 9.9538], [1.1840, -1.6018, 7.8897], [0.1784, 1.6487, 8.4156], [-0.5151, -0.5315, 7.3965], [0.8689, -0.2873, 6.3075], [2.0428, 1.0779, 7.9792], [-4.0629, -4.4774, 3.5793], [-4.4703, -5.9720, 4.7608], [-3.6014, -7.1651, 4.4688], [-4.1748, -8.0975, 2.8600], [-5.5284, -6.1786, 4.6438], [-4.2833, -5.6014, 5.7657], [-3.6806, -7.8961, 5.2699], [-2.5598, -6.9004, 4.3234], [1.4334, 1.7288, -5.0419]], "lowdin_charge": [-0.068, -0.265, -0.516, 0.835, -0.376, -0.065, -0.469, 0.020, -0.062, -0.034, -0.622, 0.130, 0.165, 0.172, -0.302, -0.689, 0.795, -0.685, -0.104, 0.907, 0.696, -1.030, -0.228, -0.146, 0.050, 0.090, 0.087, 0.101, 0.076, 0.087, 0.058, 0.116, 0.146, 0.085, 0.126, 0.141, 0.138, 0.123, 0.113, 0.059, 0.080, 0.068, 1.460, -0.167, -0.183, 0.060, 0.041, 0.078, 0.001, -0.053, -0.165, 0.061, -0.412, 0.143, -0.540, 0.177, 0.208, 0.120, 0.087, 0.093, 0.069, 0.134, 0.132, -0.759, -0.094, -0.319, 0.139, -0.543, 0.196, 0.068, 0.083, 0.152, 0.037, 0.174, 0.601, -0.683, -0.699, 0.603, 0.055, 0.063, 0.060, 0.045, 0.678]}

=====

Record 8
{"formula": "C16H28N2O3", "method": "ωB97M-V/def2-TZVPD", "smiles": "COC(=O)[C@H](CC(C)C)NC(=O)NCCC1=CCCCC1", "fmax_ev_per_a": 0.55, "relative_energy_kcal_mol": 10.3, "orbital_gap_ev": 9.6, "energy_ha": -961.748488, "species": ["C", "O", "C", "O", "C", "C", "C", "C", "C", "N", "C", "O", "N", "C", "C", "C", "C", "C", "C", "C", "C", "H", "H", "H", "H", "H", "H", "H", "H", "H", "H", "H", "H", "H", "H", "H", "H", "H", "H", "H", "H", "H", "H", "H", "H", "H", "H", "H", "H"], "positions_angstrom": [[-3.3224, 0.2127, -0.9224], [-2.3635, 0.0382, 0.1149], [-1.3437, 0.8881, 0.1809], [-1.1466, 1.7901, -0.5951], [-0.4328, 0.5760, 1.3598], [-0.8400, 1.3877, 2.6025], [-2.2885, 1.1471, 3.0556], [-3.2242, 2.2168, 2.4942], [-2.3753, 1.1352, 4.5811], [0.9310, 0.8837, 0.9953], [1.8274, -0.1285, 0.7533], [1.5979, -1.2862, 1.0410], [3.0344, 0.3044, 0.2810], [3.9822, -0.6384, -0.2654], [3.8809, -0.7283, -1.7986], [2.4673, -1.0284, -2.2161], [1.6613, -0.0738, -2.6621], [0.2226, -0.2790, -3.0219], [-0.3019, -1.6026, -2.4743], [0.7005, -2.7107, -2.7739], [1.9951, -2.4398, -2.0142], [-3.0386, 1.0550, -1.5557], [-4.2935, 0.3971, -0.4626], [-3.3563, -0.7042, -1.5095], [-0.4797, -0.4955, 1.5785], [-0.6879, 2.4482, 2.3903], [-0.1477, 1.1049, 3.3968], [-2.6110, 0.1686, 2.6854], [-3.1251, 2.3021, 1.4154], [-4.2599, 1.9776, 2.7251], [-2.9922, 3.1859, 2.9321], [-1.7689, 0.3329, 4.9940], [-2.0230, 2.0806, 4.9886], [-3.4038, 0.9864, 4.9017], [1.0483, 1.7654, 0.5181], [3.0845, 1.2413, -0.0883], [4.9926, -0.3367, 0.0268], [3.7526, -1.6040, 0.1878], [4.5589, -1.5101, -2.1454], [4.2020, 0.2224, -2.2322], [2.0351, 0.9338, -2.8016], [0.1212, -0.2603, -4.1133], [-0.3636, 0.5577, -2.6329], [-0.4277, -1.5273, -1.3919], [-1.2735, -1.8336, -2.9176], [0.9003, -2.7361, -3.8481], [0.2950, -3.6810, -2.4811], [1.8261, -2.5973, -0.9445], [2.7742, -3.1380, -2.3315]], "lowdin_charge": [-0.028, -0.034, -0.478, 0.100, -0.215, -0.105, -0.422, -0.066, -0.080, 0.115, -0.556, 0.055, 0.063, -0.175, -0.138, -0.259, -0.057, -0.184, -0.199, -0.188, -0.151, 0.093, 0.095, 0.091, 0.158, 0.127, 0.121, 0.132, 0.066, 0.081, 0.084, 0.077, 0.081, 0.075, 0.140, 0.138, 0.116, 0.119, 0.114, 0.110, 0.110, 0.116, 0.091, 0.109, 0.106, 0.117, 0.110, 0.108, 0.119]}